The following is a DFT calculation (ωB97M-V/def2-TZVPD) of a structure of composition C33H40Cl3N8O2Si2Tb.

Geometry as XYZ:
```
89
C33H40Cl3N8O2Si2Tb (ωB97M-V/def2-TZVPD)
Tb -0.4332 0.1252 -0.1972
N 1.7430 4.0076 -1.6344
C 1.2553 2.7744 -1.8741
N 0.0446 2.3983 -1.6351
C -0.8576 3.3366 -1.1059
N -2.0774 3.0175 -0.8070
N -2.3706 1.7018 -0.7874
C -3.6509 1.4187 -0.6106
C -4.0627 0.0646 -0.4960
C -5.4003 -0.2660 -0.1917
C -5.7578 -1.5869 -0.0765
C -4.7864 -2.5725 -0.2861
C -3.5012 -2.1678 -0.5956
N -3.1207 -0.8959 -0.6900
C -0.4133 4.7072 -0.8587
C -1.2394 5.6929 -0.3199
C -0.7294 6.9402 -0.0144
C 0.6140 7.2240 -0.2330
C 1.4453 6.2630 -0.7785
C 0.9307 5.0137 -1.0889
H 2.7209 4.1974 -1.7668
H 1.9359 2.0659 -2.3353
H -4.3919 2.2098 -0.5533
H -6.1222 0.5277 -0.0489
H -6.7798 -1.8590 0.1559
H -5.0278 -3.6241 -0.2143
H -2.7314 -2.9109 -0.7862
H -2.2728 5.4428 -0.1295
H -1.3755 7.6966 0.4113
H 1.0120 8.1947 0.0313
H 2.4953 6.4700 -0.9546
Cl -0.7524 -4.7768 -5.9419
C -0.6184 -3.9625 -4.4196
C -0.7634 -2.5872 -4.3569
C -0.6455 -1.9665 -3.1310
Cl -0.8274 -0.2433 -2.9786
C -0.3619 -2.6483 -1.9320
O -0.2083 -2.0302 -0.7971
C -0.2693 -4.0476 -2.0612
Cl 0.0048 -4.9609 -0.6136
C -0.3776 -4.7012 -3.2720
H -0.9586 -2.0094 -5.2494
H -0.2698 -5.7753 -3.3192
C -1.5579 -4.5265 3.0155
C -1.7973 -3.0805 2.7465
C -2.4795 -2.1049 3.4458
C -2.3348 -0.9235 2.6990
N -1.6034 -1.1644 1.6156
N -1.2952 -2.4763 1.6589
C -2.8838 0.4359 2.9717
H -2.1818 -4.8727 3.8352
H -0.5132 -4.6945 3.2849
H -1.7729 -5.1200 2.1261
H -3.0189 -2.2287 4.3693
H -0.7473 -2.8696 0.9033
H -2.9518 0.6109 4.0447
H -3.8843 0.5348 2.5458
H -2.2449 1.1933 2.5205
C 3.7561 -2.4701 -0.8856
Si 3.2642 -0.6799 -1.2340
C 4.8342 0.3930 -1.3421
C 2.5682 -0.7244 -3.0016
C 2.1517 0.0988 0.0569
Si 2.6199 -0.0994 1.8820
C 3.2589 1.5418 2.5780
C 3.9683 -1.3731 2.2743
C 1.1908 -0.6398 3.0006
H 4.0523 -2.9625 -1.8130
H 2.9148 -3.0289 -0.4657
H 4.5898 -2.5361 -0.1856
H 5.6794 -0.1769 -1.7302
H 5.1165 0.7786 -0.3580
H 4.6804 1.2502 -2.0025
H 3.3861 -0.8726 -3.7102
H 2.0369 0.1812 -3.3021
H 1.8796 -1.5634 -3.1209
H 2.1841 1.1833 -0.1179
H 4.1493 1.8885 2.0460
H 3.5249 1.4310 3.6305
H 2.5033 2.3270 2.5096
H 4.9387 -1.0944 1.8557
H 3.7143 -2.3673 1.9022
H 4.0789 -1.4388 3.3576
H 0.3520 0.0505 2.9340
H 1.5183 -0.6597 4.0419
H 0.8473 -1.6454 2.7491
O 0.5552 3.8826 2.2011
C 0.1465 2.8755 1.7304
N -0.2411 1.8396 1.2809
```

The energy relative to the best compared isomer or geometry (same formula, charge and spin) is 0.0 kcal/mol. As for the LUMO energy (alpha / beta): -1.2 / -1.2 eV. As for the multiplicity: 7. The HOMO-LUMO gap (alpha / beta) is 5.9 / 5.9 eV. Its total charge is 0. As for the molecular weight: 902.19 g/mol. The calculation puts the calculated total energy at -126647.48139 eV.



The following is a DFT calculation (ωB97M-V/def2-TZVPD) of a structure of composition C33H40CuN3O7P4S.

Geometry as XYZ:
```
89
C33H40CuN3O7P4S (ωB97M-V/def2-TZVPD)
Cu -1.0667 0.0963 -1.2865
C 2.8441 -1.8414 5.4290
S 4.3215 -1.3403 4.5235
C 3.6313 0.0071 3.5379
C 2.6425 -0.4395 2.4705
C 2.1174 0.7611 1.6952
N 1.0159 0.4884 0.7675
P -0.6191 0.8224 1.1306
C -0.8205 -0.0461 2.7209
C -0.4706 0.4584 3.9710
C -0.5635 -0.3450 5.0984
C -1.0025 -1.6579 4.9831
C -1.3642 -2.1653 3.7418
C -1.2824 -1.3592 2.6149
C -0.6243 2.5932 1.5801
C 0.3146 3.4699 1.0428
C 0.2047 4.8381 1.2497
C -0.8535 5.3471 1.9883
C -1.8029 4.4814 2.5178
C -1.6909 3.1160 2.3112
P 1.1085 -0.1627 -0.8028
C 2.6643 0.5542 -1.4089
C 2.6140 1.8524 -1.9132
C 3.7725 2.5014 -2.3100
C 4.9951 1.8487 -2.2157
C 5.0538 0.5523 -1.7255
C 3.8933 -0.0939 -1.3201
C 1.4637 -1.9436 -0.7327
C 1.6684 -2.5488 -1.9754
C 1.8439 -3.9185 -2.0641
C 1.7906 -4.7035 -0.9181
C 1.5446 -4.1129 0.3107
C 1.3771 -2.7360 0.4025
H 3.1534 -2.6095 6.1358
H 2.0825 -2.2566 4.7714
H 2.4296 -0.9983 5.9818
H 4.4936 0.4967 3.0792
H 3.1693 0.7329 4.2137
H 1.8036 -0.9589 2.9394
H 3.1374 -1.1447 1.7991
H 2.9394 1.2249 1.1394
H 1.7592 1.5140 2.4037
H -0.1238 1.4811 4.0656
H -0.2914 0.0516 6.0687
H -1.0720 -2.2834 5.8642
H -1.7209 -3.1832 3.6520
H -1.5771 -1.7434 1.6418
H 1.1403 3.0763 0.4598
H 0.9468 5.5079 0.8337
H -0.9409 6.4135 2.1505
H -2.6324 4.8730 3.0926
H -2.4385 2.4466 2.7233
H 1.6547 2.3524 -1.9972
H 3.7237 3.5093 -2.7017
H 5.9010 2.3508 -2.5300
H 6.0058 0.0420 -1.6540
H 3.9434 -1.1052 -0.9361
H 1.6612 -1.9433 -2.8759
H 2.0052 -4.3790 -3.0304
H 1.9209 -5.7757 -0.9883
H 1.4758 -4.7225 1.2028
H 1.1510 -2.2909 1.3614
C -4.5828 -2.0691 -4.1606
C -3.2087 -2.1059 -3.4927
O -2.5788 -3.3772 -3.7456
P -2.0574 -0.9507 -4.3094
O -2.9245 0.3455 -4.6470
O -1.8977 -1.6214 -5.7464
O -0.7997 -0.6247 -3.6193
P -3.3716 -1.9915 -1.6514
O -4.3908 -0.7115 -1.4564
O -4.0819 -3.2361 -1.2682
O -2.0713 -1.6177 -1.0155
H -4.4845 -2.2854 -5.2246
H -5.0571 -1.0957 -4.0472
H -5.2092 -2.8323 -3.6976
H -2.9292 -3.9934 -3.0825
H -2.4485 1.1320 -4.3421
H -1.7251 -2.5696 -5.6500
H -5.2744 -1.0559 -1.2833
N -3.3158 1.9290 -1.8302
C -3.7916 3.0269 -2.4344
C -2.7077 3.7275 -2.9194
C -1.5992 2.9397 -2.5704
N -1.9759 1.8488 -1.9179
H -3.8274 1.1076 -1.5124
H -4.8467 3.2378 -2.4683
H -2.7115 4.6712 -3.4344
H -0.5525 3.1198 -2.7538
```

The energy relative to the best compared isomer or geometry (same formula, charge and spin) is 12.0 kcal/mol. As for the LUMO energy: 0.5 eV. As for the multiplicity: 1. The HOMO-LUMO gap is 7.9 eV. Its total charge is 0. As for the molecular weight: 810.21 g/mol. The calculation puts the calculated total energy at -146311.46397 eV.



The following is a DFT calculation (ωB97M-V/def2-TZVPD) of a structure of composition C33H40FeN4P2Te.

Geometry as XYZ:
```
81
C33H40FeN4P2Te (ωB97M-V/def2-TZVPD)
Fe 0.0354 -1.2947 0.1815
C 3.4555 1.8573 -2.6996
C 2.8694 2.7752 -1.9257
C 1.9411 3.8368 -2.4139
C 0.9182 3.4148 -3.4949
C 0.3436 2.0238 -3.3894
C 0.9921 0.8691 -3.6717
C 2.1568 0.8680 -4.6124
C 3.3195 1.7825 -4.1822
C -1.3066 -2.9411 0.7310
H 4.1756 1.1527 -2.2919
H 3.2739 2.9808 -0.9407
H 2.5367 4.6717 -2.8245
H 1.4083 4.2491 -1.5409
H 0.0746 4.1270 -3.4006
H 1.3408 3.5608 -4.5036
H -0.7541 2.0448 -3.2999
H 0.6041 -0.1088 -3.3814
H 1.7943 1.1911 -5.6143
H 2.5217 -0.1738 -4.7077
H 4.2362 1.3410 -4.6002
H 3.2020 2.7923 -4.5986
H -1.0153 -3.8980 1.2004
H -1.3902 -3.1117 -0.3585
H -2.2685 -2.6363 1.1774
P -1.6037 -0.0843 -0.6652
P 0.7962 0.4984 1.2984
N -1.8555 -0.7768 -2.2910
N -3.2861 0.1485 -0.3020
N 2.5213 0.2530 0.7159
N 1.2107 1.2123 2.9046
C -0.8583 1.5647 -0.7140
C 0.1267 1.9449 0.4131
C -1.4150 -2.0338 -2.7214
C -1.8375 -2.2078 -4.0309
C -2.5193 -1.0110 -4.4297
C -2.5137 -0.1409 -3.3356
C -4.2296 -0.8788 -0.1606
C -5.4258 -0.3160 0.2863
C -5.2081 1.0939 0.4249
C -3.8967 1.3478 0.0584
C 3.0386 -0.9668 0.2910
C 4.3584 -0.7867 -0.1057
C 4.6543 0.5992 0.0437
C 3.4956 1.2100 0.5428
C 2.0857 2.2591 3.2077
C 2.2089 2.3651 4.5925
C 1.3161 1.4055 5.1670
C 0.7137 0.7231 4.1093
H -1.6121 2.3433 -0.8716
H -0.2527 1.4826 -1.6223
H 0.9605 2.5421 0.0083
H -0.3951 2.5471 1.1698
H -0.8220 -2.6766 -2.0841
H -1.6712 -3.0872 -4.6273
H -2.9463 -0.7899 -5.3846
H -2.8920 0.8578 -3.2051
H -3.9560 -1.9026 -0.3406
H -6.3323 -0.8547 0.4857
H -5.9171 1.8340 0.7552
H -3.3174 2.2547 0.0787
H 2.4490 -1.8842 0.3748
H 5.0322 -1.5475 -0.4772
H 5.5735 1.1022 -0.2237
H 3.2807 2.2471 0.7273
H 2.5185 2.8720 2.4306
H 2.8613 3.0453 5.1251
H 1.1301 1.2512 6.2205
H -0.0077 -0.0816 4.1098
Te 0.2999 -2.4127 2.4586
C -0.9207 -3.5674 3.9222
C -0.6368 -4.9113 4.2172
C -1.5072 -5.6177 5.0698
C -2.5762 -4.9516 5.6894
C -2.7831 -3.5832 5.4620
C -1.9217 -2.8716 4.6029
H 0.2462 -5.3824 3.7779
H -1.3433 -6.6803 5.2498
H -3.2465 -5.5077 6.3517
H -3.6087 -3.0713 5.9555
H -2.0274 -1.7950 4.4569
```

The energy relative to the best compared isomer or geometry (same formula, charge and spin) is 39.7 kcal/mol. As for the LUMO energy (alpha / beta): -0.5 / -0.4 eV. As for the multiplicity: 5. The HOMO-LUMO gap (alpha / beta) is 4.3 / 7.0 eV. Its total charge is 0. As for the molecular weight: 738.10 g/mol. The calculation puts the calculated total energy at -101079.81196 eV.